No. 1
Entry from the Open Molecules 2025 dataset: a 15-piece molecular cluster, C6H44NO14 overall at a distorted geometry (ωB97M-V with the def2-TZVPD basis set).

```
65
Properties=species:S:1:pos:R:3:forces:R:3:mulliken_charge:R:1
H 2.71561 1.62250 1.92116 0.16 0.04 -0.08 0.443
O 0.83385 -3.29270 0.65095 1.09 -0.59 0.79 -0.643
C -1.17881 -0.33785 0.36321 0.60 0.18 0.00 0.982
H -4.23180 -3.13044 0.93169 0.62 -0.24 0.45 0.297
O -1.18175 0.28445 3.89573 1.66 -0.49 -1.87 -0.619
O 2.65994 -1.34577 0.79160 -0.86 -0.29 0.47 -0.799
C 1.64856 -1.64716 -2.37314 1.20 0.42 0.07 -1.728
C 1.05538 -0.32014 -1.92172 -0.35 0.86 0.16 1.413
H 2.10619 -1.21496 1.61671 0.76 -0.27 -0.79 0.541
O 1.10946 -0.64180 2.87964 0.76 0.70 -0.23 -0.699
H -2.48001 3.65606 -1.84027 -0.75 0.71 -0.12 0.259
H 0.63800 2.37909 2.77641 1.06 -0.32 0.01 0.329
O 2.25371 1.76744 2.82322 -1.46 -0.64 -1.39 -0.720
H 1.42891 -1.86271 -3.41894 -0.31 -0.04 -0.03 0.464
H 2.88382 2.11462 3.40546 1.47 0.76 1.40 0.221
H -2.54169 1.20847 -0.25650 0.19 -0.06 -0.24 0.265
H -1.73446 -5.16553 -0.66237 0.35 0.73 0.26 0.280
H 2.42095 3.43757 -1.34151 -0.08 -0.43 -0.09 0.301
H 0.11563 -3.77953 0.23115 -0.56 -0.53 -0.26 0.312
H -0.85796 3.44491 -0.30496 -0.56 -0.20 -0.02 0.494
H -0.97190 -0.75109 2.40941 -0.20 -0.59 -0.39 0.280
H 1.53380 0.49882 -2.53921 -0.70 -0.79 0.84 0.508
H -1.25997 2.86658 -2.30402 -0.48 -0.13 0.63 0.407
O -0.12237 3.59557 0.31106 1.09 1.15 -1.67 -0.874
O -3.40248 -3.38981 1.38551 -0.16 1.70 -1.93 -0.632
C -0.49683 -0.31964 -2.05899 0.12 1.41 -0.09 0.088
H -2.22416 -1.38603 -1.29453 0.40 0.50 0.41 0.338
O -1.93585 2.93916 -1.54762 1.07 -0.40 -0.81 -0.681
H -1.84001 -1.93631 1.59370 -0.98 -0.34 -0.11 0.440
H 2.75767 -1.59284 -2.33038 -0.57 -0.18 0.20 0.380
H 3.12352 0.28156 0.49238 0.32 0.10 0.05 0.456
O -1.49362 -4.30967 -0.25126 0.76 -1.35 -1.28 -0.616
H 1.29508 -0.08501 -0.84027 0.05 -0.36 -1.29 -1.214
H 0.65004 0.90391 -5.75868 0.03 -0.08 0.03 0.279
H 1.56327 0.25065 2.91915 -0.25 -0.62 0.23 0.325
C -2.42895 0.50234 0.56259 0.41 0.09 -1.20 -1.527
H 2.10807 -1.95618 0.25825 0.56 0.48 0.32 0.253
H 1.07040 -0.94216 3.78672 -0.06 -0.08 0.34 0.292
H 2.74096 1.67190 -0.11042 0.64 -0.11 0.41 0.502
H 1.31502 -2.47911 -1.76622 -0.06 -0.26 0.03 0.302
N -1.06578 -1.30714 1.52421 3.11 -0.36 0.04 0.218
O 0.53292 0.60228 -4.85062 -1.82 1.46 -0.84 -0.601
O -0.31217 2.55353 2.77602 -0.57 0.64 0.37 -0.894
H 1.21200 0.00524 -4.67473 1.85 -1.59 0.39 0.264
O 3.32352 1.24504 0.57856 -0.76 0.01 -0.47 -0.854
H 0.23952 1.96774 -3.78915 0.11 -1.45 -1.23 0.467
H -0.73404 -2.08580 -0.85534 0.42 -0.21 0.12 0.163
C -1.19375 -1.11642 -0.96596 -0.46 0.16 -0.03 -0.458
H -0.37188 3.39893 3.24648 -0.27 -0.16 -0.06 0.308
H 0.72113 2.58001 -2.50649 0.78 0.07 0.49 0.425
H 1.45098 -3.96255 1.03150 -0.70 0.78 -0.38 0.250
H -2.21751 -4.09664 0.32280 -0.94 0.34 0.72 0.342
H -3.30976 -0.10545 0.53559 -0.59 -0.57 0.17 0.421
H -0.24129 0.32738 0.40490 -1.32 -1.06 0.10 -0.507
O 0.12400 2.71863 -3.24097 -1.02 1.75 0.60 -0.787
H -2.42876 1.10531 1.43169 0.16 0.38 1.18 0.391
H -0.14967 -1.96059 1.43581 -2.23 1.65 0.10 0.209
O 1.85273 2.66625 -1.16581 -0.16 1.08 0.43 -0.859
H -0.85473 1.14204 3.53868 -0.26 -0.16 0.26 0.443
H -0.26844 3.17308 1.13286 -0.61 -0.85 1.39 0.476
H 1.12658 3.07229 -0.58476 0.32 -0.37 -0.05 0.431
H -0.77721 -0.72645 -3.02945 0.02 0.07 -0.09 0.695
H -1.77450 0.47441 4.56811 -1.85 0.58 1.95 0.288
H -3.63445 -3.95664 2.07910 -0.71 -1.34 1.73 0.251
H -0.89464 0.74632 -2.02770 0.48 -1.32 -0.10 -0.780
```
Forces are in eV/Å.

Summary:
- LUMO (Ha) = -0.0924
- total energy (eV) = -37088.9400
- HOMO (eV) = -13.19
- energy relative to the best compared isomer or geometry (same formula, charge and spin) (kJ/mol) = 0.00
- gap between HOMO and LUMO (eV) = 10.673
- F_max (Eh/bohr) = 0.061
- total charge = +1

No. 2
Entry from the Open Molecules 2025 dataset: C6H4Cl2N2 in the gas phase at a distorted geometry (ωB97M-V with the def2-TZVPD basis set).

```
14
Properties=species:S:1:pos:R:3:forces:R:3:mulliken_spin:R:1
C -1.39879 -0.03967 -0.63055 -0.32 -3.34 0.35 0.460
C 1.30757 1.76872 -0.31454 3.89 0.31 2.60 0.233
N 1.42577 -3.11802 1.82659 -0.40 0.37 -0.16 0.117
H -1.59301 1.84390 -1.45911 -3.26 2.58 -2.39 0.043
H 1.39331 1.74172 0.86893 -0.63 -0.21 -2.33 0.049
Cl -0.30726 -0.01446 2.33968 -0.23 0.97 0.49 0.045
N 0.26301 1.69806 -0.98521 -3.60 -0.41 -0.17 0.386
C -0.58154 -1.09059 -0.10256 -0.96 0.78 -1.67 -0.016
C 0.76781 -2.23184 1.48085 1.16 -0.73 0.53 -0.032
Cl -0.28493 -2.46514 -1.20405 -0.53 0.55 0.65 0.046
C 0.01809 -1.10488 1.10175 0.24 -1.23 0.08 0.239
C -1.01533 1.24323 -0.94149 6.43 1.65 1.50 0.362
H -2.30733 -0.23595 -1.17435 -0.23 -0.95 0.06 0.024
H 2.31264 2.00492 -0.80593 -1.56 -0.35 0.47 0.043
```
Forces are in eV/Å.

Summary:
- LUMO (alpha / beta) (Ha) = 0.0000 / -0.1095
- expectation value of S² = 2.025
- total energy (eV) = -34305.7427
- HOMO (alpha / beta) (eV) = -6.05 / -9.72
- energy relative to the best compared isomer or geometry (same formula, charge and spin) (kJ/mol) = 0.00
- gap between HOMO and LUMO (alpha / beta) (eV) = 6.049 / 6.741
- spin multiplicity = 3
- F_max (Eh/bohr) = 0.132

No. 3
Entry from the Open Molecules 2025 dataset: an isolated ion of composition C6H4Cl2N3 and charge +1 at a distorted geometry (ωB97M-V with the def2-TZVPD basis set).

```
15
Properties=species:S:1:pos:R:3:forces:R:3:mulliken_charge:R:1
Cl -3.43057 2.90391 0.17751 0.37 -0.90 0.08 -0.121
Cl -6.49544 -0.69486 -0.14866 -2.68 -1.26 -0.17 -0.022
C -1.82693 -1.58953 -0.04479 -0.80 4.04 -0.12 -0.153
C 0.36314 -0.52716 -0.18947 0.97 -1.00 -2.58 -1.476
N -1.66134 -2.80609 0.10628 -0.57 -6.36 0.96 0.564
C -1.06805 -0.47215 -0.09590 -2.13 -0.82 0.75 0.979
C -5.12869 -0.02713 -0.09005 8.35 3.24 0.63 0.768
H -0.80108 1.51266 0.12396 0.03 1.72 0.40 0.388
H 0.90900 0.38508 -0.18542 0.32 0.70 -0.26 0.396
H 0.68651 -1.12870 0.56390 1.25 -1.41 2.76 0.429
N -1.81114 -3.93882 0.33350 0.94 3.37 -0.82 -0.748
C -1.62090 0.85272 0.13072 -1.62 -1.64 -1.20 -0.577
H 0.62595 -1.20863 -1.02462 0.14 0.94 -0.14 0.367
C -2.93030 1.20430 0.11475 1.36 2.38 0.21 0.303
N -4.00486 0.40348 -0.00323 -5.92 -2.99 -0.49 -0.100
```
Forces are in eV/Å.

Summary:
- LUMO (Ha) = -0.2153
- total energy (eV) = -35788.4164
- HOMO (eV) = -12.42
- energy relative to the best compared isomer or geometry (same formula, charge and spin) (kJ/mol) = 0.00
- gap between HOMO and LUMO (eV) = 6.566
- F_max (Eh/bohr) = 0.175
- total charge = +1

No. 4
Entry from the Open Molecules 2025 dataset: C6H4Cl2O in the gas phase at a distorted geometry (ωB97M-V with the def2-TZVPD basis set).

```
13
Properties=species:S:1:pos:R:3:forces:R:3:mulliken_charge:R:1
C -0.14342 1.51105 -0.09054 2.92 1.24 -0.20 -0.497
C 1.58582 -0.28168 0.05250 -3.27 1.94 -0.15 0.089
O -1.84422 -1.66844 0.21577 3.22 -0.40 -0.54 -0.469
H -0.19729 2.58502 -0.29689 -0.63 -0.30 0.52 0.304
C -0.86408 -0.71102 -0.05141 -0.71 0.23 1.40 0.665
C -1.20582 0.66039 -0.09168 2.64 -2.48 0.16 -0.779
H 1.96536 1.83100 0.03001 1.18 1.08 0.03 0.447
Cl 0.63358 -2.83756 -0.10051 0.68 -1.33 0.10 -0.176
C 1.22070 1.10524 0.05926 -1.98 -2.58 -0.75 -0.535
Cl 3.21524 -0.72651 0.05267 0.35 -0.46 0.08 -0.173
H -2.16975 0.96347 0.08841 -2.24 0.74 -0.17 0.363
H -2.66500 -1.26345 0.14974 -2.44 1.16 -0.21 0.293
C 0.46889 -1.16751 -0.01734 0.28 1.16 -0.27 0.468
```
Forces are in eV/Å.

Summary:
- LUMO (Ha) = 0.0266
- total energy (eV) = -33378.4867
- HOMO (eV) = -8.81
- energy relative to the best compared isomer or geometry (same formula, charge and spin) (kJ/mol) = 73.68
- gap between HOMO and LUMO (eV) = 9.531
- F_max (Eh/bohr) = 0.074

No. 5
Entry from the Open Molecules 2025 dataset: C6H4N2 in the gas phase at a distorted geometry (ωB97M-V with the def2-TZVPD basis set).

```
12
Properties=species:S:1:pos:R:3:forces:R:3:mulliken_charge:R:1
C -0.03514 0.63561 0.09049 -0.39 1.55 -0.14 0.703
H 3.08093 0.56556 0.10551 -2.32 -0.66 -2.12 0.233
H 2.19781 -1.89331 0.40521 -0.60 1.12 -0.83 0.348
C -1.54008 0.98766 0.03620 -0.49 -1.53 0.83 -0.416
C -2.17670 -0.23054 -0.05613 2.32 1.65 -0.93 -0.226
C 1.96963 0.26403 -0.29055 5.85 -1.10 4.69 -0.142
H -2.05250 2.00196 0.20987 1.19 -1.77 -0.52 0.310
H -3.30997 -0.35389 -0.27175 2.44 -0.54 0.61 0.315
N 1.06353 1.29790 -0.14449 -2.86 -0.59 -0.85 -0.599
C 0.22334 -0.87703 0.07918 -9.89 1.48 -0.52 0.514
C 1.58258 -1.02059 0.07067 3.17 -0.23 -1.21 -0.538
N -1.00344 -1.37734 -0.23421 1.60 0.62 1.01 -0.501
```
Forces are in eV/Å.

Summary:
- LUMO (Ha) = -0.0631
- total energy (eV) = -9261.3306
- HOMO (eV) = -8.81
- energy relative to the best compared isomer or geometry (same formula, charge and spin) (kJ/mol) = 451.81
- gap between HOMO and LUMO (eV) = 7.091
- F_max (Eh/bohr) = 0.195

No. 6
Entry from the Open Molecules 2025 dataset: C6H4N2O in the gas phase at a distorted geometry (ωB97M-V with the def2-TZVPD basis set).

```
13
Properties=species:S:1:pos:R:3:forces:R:3:mulliken_charge:R:1
O -0.74733 2.28370 0.75104 -0.02 0.67 -0.30 -0.560
N -0.04443 0.58806 -0.71087 0.55 1.10 -1.53 0.086
C 0.63920 -0.67753 -0.78402 -1.08 -0.87 2.91 0.703
H 2.11872 -1.40445 -2.44619 -0.18 -0.17 0.26 0.341
C -0.06265 1.30792 -1.79783 0.03 -2.04 2.40 -0.152
N 0.43757 -1.56615 0.26186 -0.35 0.03 -0.59 -0.631
C -0.70252 0.07670 1.68035 0.82 -0.33 -2.13 -0.716
H -0.55288 2.27062 -1.82634 0.02 0.37 -0.15 0.342
H -0.47858 -2.13307 2.05365 0.55 2.20 -1.39 0.288
H -1.22283 0.27733 2.58975 -0.16 0.24 0.27 0.394
C -0.52771 1.11095 0.71272 -0.74 -0.56 0.96 0.501
C 1.39611 -0.92087 -1.81823 0.52 0.95 -1.53 -0.805
C -0.25268 -1.21320 1.33411 0.03 -1.59 0.82 0.209
```
Forces are in eV/Å.

Summary:
- LUMO (alpha / beta) (Ha) = -0.0992 / -0.0499
- total energy (eV) = -11306.8059
- HOMO (alpha / beta) (eV) = -8.03 / -7.87
- energy relative to the best compared isomer or geometry (same formula, charge and spin) (kJ/mol) = 658.23
- gap between HOMO and LUMO (alpha / beta) (eV) = 5.335 / 6.514
- F_max (Eh/bohr) = 0.063